Entry 1:
107
Properties=species:S:1:pos:R:3:forces:R:3 method="wB97M-V/def2-TZVPD" homo_ev=-7.65 max_force_ev_per_a=3.5 energy_ev=-200003.770 orbital_gap_ev=7.099 de_lowest_kcal_mol=41.1 lumo_energy_ev=-0.6
Ta 0.76623 0.30614 -0.70434 -2.3 0.1 -2.6
S -0.00707 2.55671 0.70184 0.3 -0.5 0.0
C -0.87533 2.92380 -0.72225 -0.2 0.2 0.0
C -1.61784 4.09901 -0.91699 0.0 -0.1 -0.1
C -2.29891 4.26568 -2.09954 0.0 0.0 0.1
C -2.23144 3.27133 -3.07610 0.0 -0.1 0.0
C -1.46916 2.15209 -2.82461 0.1 0.0 -0.2
N -0.80925 1.97978 -1.67481 0.6 -0.5 0.4
H -1.63380 4.84009 -0.13067 0.0 0.0 0.0
H -2.87805 5.16412 -2.27375 0.0 0.0 0.0
H -2.75456 3.37127 -4.01663 0.0 0.0 0.0
H -1.33889 1.36301 -3.54740 0.0 -0.1 -0.1
Cl 4.95031 -5.70329 -2.15773 0.1 -0.1 0.0
C 3.73477 -4.46868 -2.12149 -0.1 0.1 0.0
C 3.63662 -3.63745 -1.02216 0.0 0.0 0.1
C 2.65339 -2.66892 -1.02465 0.0 -0.1 -0.4
Cl 2.45280 -1.59568 0.32450 0.2 -0.3 0.3
C 1.74736 -2.45835 -2.07754 0.0 -0.1 0.0
O 0.82151 -1.55388 -2.03265 0.1 0.9 0.8
C 1.89650 -3.34871 -3.16654 0.0 0.1 0.3
Cl 0.79876 -3.18366 -4.48555 0.0 -0.3 -0.1
C 2.86534 -4.33093 -3.19396 0.0 0.0 0.0
H 4.30712 -3.74460 -0.18091 0.0 0.0 0.0
H 2.94064 -4.99083 -4.04646 0.0 0.0 0.0
Br -0.46082 5.68420 5.26416 0.1 0.0 0.0
C 1.34980 5.15480 5.06100 -0.1 0.1 0.0
C 2.07781 4.78553 6.18034 -0.1 0.0 0.0
C 3.38461 4.35902 6.02470 0.2 -0.1 -0.2
C 3.94723 4.26375 4.75390 -0.7 0.1 0.0
C 3.22111 4.70471 3.64562 0.2 0.0 0.1
C 1.92120 5.15158 3.79860 0.0 0.0 0.0
N 5.28765 3.81214 4.67802 0.5 0.0 -0.2
N 5.70395 3.07116 3.77347 0.4 -0.1 0.7
C 4.86867 2.43350 2.83492 -0.5 0.0 -0.9
C 5.22816 2.57933 1.51081 0.0 0.1 0.6
C 4.39693 2.14598 0.47527 -0.4 -0.2 -0.4
C 3.21568 1.50277 0.76010 0.3 0.3 0.6
O 2.34666 1.13637 -0.15923 1.5 0.5 0.5
C 2.88984 1.19659 2.11559 0.1 0.1 0.0
N 1.77647 0.45382 2.32136 -0.2 0.0 0.1
C 1.44057 0.17303 3.55543 -0.1 -0.1 -0.2
C 2.20479 0.55960 4.67031 0.2 0.1 0.1
C 3.35461 1.27275 4.47129 -0.2 0.0 0.0
C 3.71509 1.66043 3.16337 0.1 -0.1 0.0
H 1.62644 4.83401 7.16155 0.0 0.0 0.0
H 3.97766 4.06244 6.88043 0.0 0.0 0.0
H 3.67326 4.69940 2.66276 0.0 0.0 0.0
H 1.35170 5.47118 2.93680 0.0 0.0 0.0
H 6.13435 3.12814 1.28962 0.0 0.0 0.0
H 4.65473 2.33801 -0.55830 0.0 0.0 0.0
H 0.53580 -0.41117 3.68544 0.1 0.1 0.1
H 1.89346 0.27607 5.66614 0.0 0.0 0.0
H 3.99543 1.52620 5.30361 0.0 0.1 0.1
C -1.65002 -0.73806 -5.84697 0.1 0.0 0.0
C -0.18172 -0.48358 -5.67215 0.1 0.2 0.0
C 0.72615 -0.67233 -6.70444 0.0 0.0 0.0
C 2.05071 -0.38875 -6.41858 -0.1 0.0 0.0
N 2.44532 0.08097 -5.24525 0.2 0.0 0.1
C 1.50009 0.26156 -4.31650 -0.3 -0.3 -0.2
S 2.06427 0.97569 -2.82805 -0.1 0.0 0.4
N 0.20745 -0.03640 -4.47823 -0.1 0.3 -0.1
H -1.85980 -1.23393 -6.79298 0.0 0.0 0.0
H -2.18257 0.21560 -5.82839 -0.1 0.0 0.0
H -2.02163 -1.34776 -5.02392 0.0 0.0 0.0
H 0.41448 -1.02938 -7.67582 0.0 0.0 0.0
H 2.83566 -0.54735 -7.15133 0.0 0.0 0.0
C -3.99183 -1.43122 2.43010 0.0 -0.1 0.0
C -2.54616 -1.08388 2.07154 0.1 -0.1 -0.3
C -2.26658 0.38316 2.40419 0.0 0.0 0.0
C -1.57949 -1.91131 2.93056 -0.1 0.0 -0.1
P -2.09327 -1.39956 0.25398 -0.5 -0.4 0.1
N -0.77455 -0.60062 -0.09855 0.3 0.1 0.5
C -3.48330 -0.79902 -0.89363 0.3 0.1 0.1
C -4.76258 -1.63669 -0.86328 0.0 0.0 0.1
C -3.81111 0.63803 -0.45817 0.0 0.0 0.0
C -2.93762 -0.74009 -2.33422 0.0 -0.1 0.1
C -1.84167 -3.26871 -0.01024 0.0 0.3 0.0
C -0.46794 -3.66944 0.54622 0.0 0.0 0.0
C -1.80157 -3.52409 -1.52278 0.0 0.1 0.0
C -2.93671 -4.13011 0.62134 0.0 0.0 0.0
H -4.10896 -1.35343 3.51395 0.0 0.0 0.0
H -4.26175 -2.44603 2.13737 -0.1 0.1 0.1
H -4.69664 -0.73666 1.97515 0.0 0.0 0.0
H -2.38523 0.52683 3.48206 0.0 0.0 0.0
H -2.94338 1.07212 1.90575 0.1 0.0 0.0
H -1.25067 0.65273 2.12980 0.0 0.1 0.0
H -1.61262 -1.54108 3.95817 0.0 0.0 0.0
H -0.55780 -1.80854 2.56012 0.0 -0.1 0.1
H -1.84927 -2.96521 2.96057 0.1 0.0 0.0
H -5.16196 -1.75455 0.14369 0.0 0.0 -0.1
H -4.61809 -2.62470 -1.29876 0.0 0.0 0.0
H -5.51944 -1.12415 -1.46274 0.0 0.0 0.0
H -4.37833 0.66170 0.47152 0.0 0.0 0.0
H -4.42288 1.11862 -1.22470 0.0 0.0 0.0
H -2.89936 1.22292 -0.33693 -0.1 0.1 0.0
H -3.10541 -1.67057 -2.87113 0.0 0.0 0.0
H -1.87016 -0.52237 -2.35272 0.0 0.0 -0.1
H -3.45813 0.05012 -2.87936 0.0 0.0 0.0
H 0.26361 -2.89735 0.32605 0.0 -0.1 0.0
H -0.13956 -4.59226 0.06322 0.0 0.0 0.0
H -0.48257 -3.84975 1.61850 0.0 0.0 0.0
H -1.10889 -2.84188 -2.01761 0.0 0.0 -0.1
H -2.78672 -3.44025 -1.97770 0.0 0.0 0.0
H -1.45399 -4.54503 -1.69664 0.0 0.0 0.0
H -2.92471 -4.08029 1.70890 0.0 -0.1 0.0
H -2.75850 -5.17059 0.33857 0.0 0.0 0.0
H -3.93249 -3.85647 0.27378 0.0 -0.1 0.0

---

Entry 2:
108
Properties=species:S:1:pos:R:3:forces:R:3 method="wB97M-V/def2-TZVPD" homo_ev="-2.01 / -2.10" max_force_ev_per_a=1.1 energy_ev=-170626.626 orbital_gap_ev="6.166 / 6.258" charge=-2 de_lowest_kcal_mol=7.3 s2=8.76 multiplicity=6 lumo_energy_ev="4.2 / 4.2"
Ru -0.59608 0.77409 -1.03529 0.8 -0.5 0.3
C -0.19519 4.74059 0.02043 -0.1 0.1 -0.2
Si 0.46611 3.54685 1.28856 -0.1 0.0 0.1
C 0.08063 4.30239 2.97554 -0.1 0.1 0.2
C 2.34066 3.57297 1.11811 0.2 -0.1 0.0
N -0.25474 2.02115 1.11042 0.1 0.0 -0.2
P -0.53786 0.66327 1.86961 -0.9 -0.2 0.1
C -0.81305 -0.58866 0.75611 1.0 0.4 0.0
P 0.24758 -1.75926 0.14759 -0.7 -0.1 -0.1
N 0.52200 -1.40300 -1.37436 0.2 0.0 0.1
Si 1.54936 -1.89424 -2.63450 -0.1 0.0 0.0
C 0.83623 -3.35915 -3.59202 -0.1 -0.1 -0.1
C 3.25007 -2.45818 -2.06955 0.2 0.0 0.1
C 1.77431 -0.53404 -3.89545 0.0 0.2 -0.1
C -0.62859 -3.37853 0.16607 0.0 -0.1 0.0
C -1.99372 -3.42431 0.43911 0.1 0.0 0.0
C -2.70506 -4.61288 0.29273 0.1 0.0 0.0
C -2.05446 -5.76821 -0.11849 0.0 0.0 0.0
C -0.68773 -5.73559 -0.38157 0.0 0.1 0.0
C 0.01563 -4.54670 -0.24623 -0.1 0.0 0.0
C 1.74594 -2.10545 1.12573 0.1 0.1 0.0
C 2.82495 -1.22735 0.98679 -0.1 0.0 0.0
C 3.97734 -1.41860 1.73741 -0.1 0.0 0.0
C 4.06290 -2.47908 2.63133 0.0 0.0 0.0
C 2.98845 -3.34498 2.78480 0.0 0.0 -0.1
C 1.83066 -3.15527 2.03933 0.1 0.0 0.0
C -2.10295 0.87299 2.81922 0.0 0.1 0.1
C -3.29009 0.32024 2.34512 0.0 0.0 0.1
C -4.50012 0.60284 2.97339 0.1 0.0 0.0
C -4.52825 1.42299 4.09253 0.0 0.0 0.0
C -3.34423 1.96587 4.58440 0.0 0.0 0.0
C -2.14160 1.69580 3.94739 0.0 -0.1 -0.1
C 0.59023 0.26173 3.25178 0.1 0.0 0.0
C 1.75537 0.97841 3.49391 -0.1 0.0 0.1
C 2.56644 0.65986 4.57981 0.0 0.0 0.0
C 2.21750 -0.38346 5.42399 0.0 0.0 0.0
C 1.05744 -1.11421 5.18065 0.0 0.0 0.0
C 0.25039 -0.79356 4.10059 0.1 0.0 0.1
H 0.25787 5.73032 0.16785 0.0 -0.1 0.0
H -1.28248 4.83834 0.09441 0.1 0.0 0.0
H 0.04903 4.40262 -0.99480 -0.1 0.1 0.1
H 0.46482 5.33050 3.01810 0.0 -0.1 0.0
H 0.54522 3.73592 3.79344 -0.1 0.1 -0.1
H -1.00116 4.33208 3.15048 0.1 0.0 0.0
H 2.80934 4.11807 1.94731 0.0 0.0 -0.1
H 2.62734 4.06270 0.18103 0.0 0.0 0.1
H 2.75777 2.56272 1.07668 0.0 0.1 0.0
H 0.64623 -4.22810 -2.95203 0.0 0.1 -0.1
H 1.53734 -3.66006 -4.38279 -0.1 0.0 0.1
H -0.11025 -3.08270 -4.07214 0.1 0.0 0.0
H 3.19878 -3.27961 -1.34354 0.0 0.1 -0.1
H 3.79443 -1.63150 -1.60016 0.0 -0.1 0.0
H 3.83083 -2.80153 -2.93627 -0.1 0.0 0.1
H 0.94847 0.17996 -3.81930 0.1 -0.1 -0.1
H 1.79088 -0.93629 -4.91568 0.0 0.0 0.1
H 2.70398 0.02094 -3.72936 -0.1 0.0 0.0
H -2.48501 -2.50676 0.75049 0.0 0.0 0.0
H -3.77020 -4.63213 0.49653 0.0 0.0 0.0
H -2.60915 -6.69195 -0.24310 0.0 0.0 0.0
H -0.17617 -6.63743 -0.69920 0.0 0.0 0.0
H 1.07889 -4.51689 -0.47176 -0.1 0.0 0.0
H 2.73824 -0.39034 0.29551 0.0 -0.1 0.1
H 4.80780 -0.73225 1.62261 0.0 0.0 0.0
H 4.96224 -2.62214 3.22214 0.0 0.0 0.0
H 3.05189 -4.16834 3.48710 0.0 0.0 0.0
H 0.99113 -3.82818 2.16738 0.0 0.0 0.0
H -3.25678 -0.29606 1.45473 0.0 0.0 0.0
H -5.42092 0.19877 2.56724 0.1 0.0 0.0
H -5.47088 1.65316 4.57737 0.0 0.0 0.0
H -3.36485 2.60907 5.45771 0.0 0.0 0.0
H -1.21970 2.12946 4.32140 0.0 0.0 0.0
H 2.02774 1.78631 2.82727 0.0 0.0 0.1
H 3.47298 1.22601 4.76052 0.0 0.0 0.0
H 2.85329 -0.63843 6.26566 0.0 0.0 0.0
H 0.78826 -1.93477 5.83655 0.0 0.0 0.0
H -0.65679 -1.35708 3.90535 0.0 0.0 0.0
Cl 3.95915 4.74885 -4.86938 -0.1 -0.1 0.1
C 3.33512 3.65252 -3.66820 -0.1 0.0 0.0
C 4.18203 3.04560 -2.76104 -0.1 -0.1 0.1
Cl 5.89282 3.36391 -2.80636 -0.1 0.0 0.0
C 3.64783 2.16968 -1.79449 0.2 0.1 0.0
Cl 4.69481 1.35672 -0.65915 0.0 0.1 -0.1
C 2.28105 1.90003 -1.70672 -0.2 -0.3 0.4
O 1.73061 1.12258 -0.83386 0.2 0.1 -0.2
C 1.41482 2.50381 -2.67088 -0.2 0.1 -0.2
O 0.15391 2.18103 -2.61926 -0.2 -0.1 0.1
C 1.95594 3.36719 -3.61310 0.0 0.1 -0.1
Cl 0.85295 4.07252 -4.76337 0.1 0.0 0.0
C -3.44087 0.03517 -4.27850 0.0 -0.1 0.0
C -3.63588 -1.35445 -3.64297 0.0 0.1 0.0
C -2.39586 -1.54298 -2.75189 0.0 0.2 -0.2
O -1.56937 -0.38735 -2.99127 0.3 0.0 0.0
C -1.93193 0.20808 -4.23042 -0.2 0.0 0.1
H -3.91718 0.79984 -3.66274 0.0 0.0 0.0
H -3.83669 0.09932 -5.29346 0.0 0.0 0.0
H -3.67509 -2.12601 -4.41461 0.0 0.0 0.0
H -4.55131 -1.40508 -3.05327 0.0 0.0 0.0
H -1.83623 -2.44505 -2.99657 0.1 0.0 -0.1
H -2.64169 -1.54958 -1.69809 0.0 0.0 0.1
H -1.58798 1.24095 -4.21867 0.0 0.0 0.0
H -1.44476 -0.32231 -5.05803 0.1 -0.1 0.0
Cl -4.33382 3.51742 0.27257 0.0 0.0 0.0
C -3.98919 2.55966 -1.19885 0.1 0.0 0.1
Cl -2.35246 2.89455 -1.77823 -0.3 0.2 -0.2
C -4.20524 1.05105 -0.90230 0.1 -0.2 0.1
O -5.39904 0.72206 -0.84991 0.3 -0.1 -0.1
O -3.16534 0.36574 -0.74585 -0.4 0.3 -0.1
H -4.67805 2.89283 -1.96083 -0.1 0.1 -0.1